Entry 1:
Below is the molecule C2H2F2 at a distorted geometry, with properties calculated with ωB97M-V/def2-TZVPD.

```
! wB97M-V def2-TZVPD RIJCOSX def2/J DEFGRID3
* xyz 0 1
F 1.872 -0.032 -0.110
C 0.652 0.274 0.300
C -0.547 -0.313 -0.353
F -1.737 0.269 -0.028
H 0.548 0.970 1.036
H -0.788 -1.168 -0.844
*
```

Values from the calculation:
SMILES   F/C=C/F
E_HOMO   -0.3406 Ha
Relative energy (zero: lowest compared OMol25 entry of this formula, charge and spin)   1.5504 eV

Entry 2:
Below is a cluster of 2 separate species, C2H2F2O2S in total at a distorted geometry, with properties calculated with ωB97M-V/def2-TZVPD.

```
! wB97M-V def2-TZVPD RIJCOSX def2/J DEFGRID3
* xyz 0 1
C -2.534 1.451 0.284
C -1.745 0.798 0.973
O 1.177 -0.049 -1.808
O 1.107 -1.114 0.431
F -0.945 0.108 1.750
F 3.076 -1.423 -1.103
S 1.385 -1.315 -1.149
H 1.560 -0.528 0.945
H -3.082 2.071 -0.324
*
```

Values from the calculation:
E_HOMO   -0.3922 Ha
Relative energy (zero: lowest compared OMol25 entry of this formula, charge and spin)   1.9900 eV

Entry 3:
Below is a cluster of 2 separate species, C2H2F2O3 in total at a distorted geometry, with properties calculated with ωB97M-V/def2-TZVPD.

```
! wB97M-V def2-TZVPD RIJCOSX def2/J DEFGRID3
* xyz 0 1
O -0.112 1.908 0.104
C -0.482 0.891 -0.322
O -1.690 0.534 -0.765
C 0.538 -0.219 -0.699
O 0.770 -1.314 -0.303
F 1.433 0.437 -1.571
H -2.404 1.221 -0.789
F 0.742 -1.466 2.550
H 1.206 -1.991 1.795
*
```

Values from the calculation:
SMILES   O=C(O)C(=O)F.F
E_HOMO   -0.4301 Ha
Relative energy (zero: lowest compared OMol25 entry of this formula, charge and spin)   0.9361 eV

Entry 4:
Below is a structure of composition C2H2F2O3 at a distorted geometry, with properties calculated with ωB97M-V/def2-TZVPD.

```
! wB97M-V def2-TZVPD RIJCOSX def2/J DEFGRID3
* xyz 0 1
C -1.437 -0.319 0.414
C 0.481 -0.110 -0.169
O -1.842 -1.079 1.222
O 1.407 0.446 0.630
O 0.346 0.537 -1.346
F -2.025 0.532 -0.312
F 0.767 -1.415 -0.427
H 1.392 0.122 1.494
H 0.909 1.286 -1.506
*
```

Values from the calculation:
E_HOMO   -0.3683 Ha
Relative energy (zero: lowest compared OMol25 entry of this formula, charge and spin)   1.9744 eV

Entry 5:
Below is the molecule C2H2F2OS at a distorted geometry, with properties calculated with ωB97M-V/def2-TZVPD.

```
! wB97M-V def2-TZVPD RIJCOSX def2/J DEFGRID3
* xyz 0 1
C 0.259 -0.238 0.408
C -1.027 0.224 -0.080
O 2.845 -0.740 -0.103
F -0.804 0.427 -1.465
F -1.362 1.382 0.557
S 1.725 -0.220 -0.824
H 0.368 -0.389 1.474
H -2.003 -0.447 0.033
*
```

Values from the calculation:
E_HOMO (alpha / beta)   -0.3497 / -0.3598 Ha
Relative energy (zero: lowest compared OMol25 entry of this formula, charge and spin)   2.5416 eV

Entry 6:
Below is the molecule C2H2F2OS at a distorted geometry, with properties calculated with ωB97M-V/def2-TZVPD.

```
! wB97M-V def2-TZVPD RIJCOSX def2/J DEFGRID3
* xyz 0 1
O -0.549 -1.674 0.323
C 0.096 -0.541 0.268
S 1.165 0.108 1.388
C -0.706 0.478 -0.686
F -0.037 1.559 -0.575
F -0.962 -0.035 -1.958
H 0.176 -2.291 0.815
H -1.767 0.617 -0.312
*
```

Values from the calculation:
SMILES   OC(=S)C(F)F
E_HOMO   -0.3464 Ha
Relative energy (zero: lowest compared OMol25 entry of this formula, charge and spin)   1.0756 eV

Entry 7:
Below is the molecule C2H2F2S2 at a distorted geometry, with properties calculated with ωB97M-V/def2-TZVPD.

```
! wB97M-V def2-TZVPD RIJCOSX def2/J DEFGRID3
* xyz 0 1
F -0.526 1.702 0.741
C -0.606 0.998 -0.390
F 0.266 1.558 -1.269
C -0.110 -0.400 -0.068
S -1.128 -1.669 -0.107
S 1.544 -0.347 0.571
H -1.605 0.924 -0.798
H 1.579 -1.596 0.886
*
```

Values from the calculation:
SMILES   FC(F)C(=S)S
E_HOMO   -0.3463 Ha
Relative energy (zero: lowest compared OMol25 entry of this formula, charge and spin)   0.1182 eV

Entry 8:
Below is the molecule C2H2F3NO at a distorted geometry, with properties calculated with ωB97M-V/def2-TZVPD.

```
! wB97M-V def2-TZVPD RIJCOSX def2/J DEFGRID3
* xyz 0 1
O 1.518 0.381 -1.532
N 0.468 -0.090 -1.734
C -0.555 0.114 -0.486
F -1.395 -0.910 -0.640
C 0.100 -0.009 0.898
F 0.328 -1.399 1.135
F -0.599 0.507 1.899
H -1.120 1.012 -0.643
H 1.255 0.395 1.103
*
```

Values from the calculation:
SMILES   O=N[C@@H](F)C(F)F
E_HOMO   -0.3635 Ha
Relative energy (zero: lowest compared OMol25 entry of this formula, charge and spin)   4.1460 eV

Entry 9:
Below is a cluster of 2 separate species, C2H2F3NO in total at a distorted geometry, with properties calculated with ωB97M-V/def2-TZVPD.

```
! wB97M-V def2-TZVPD RIJCOSX def2/J DEFGRID3
* xyz 0 1
C 1.429 0.050 0.037
C -1.320 0.366 0.010
N 0.711 -0.969 -0.030
O 0.566 -2.151 -0.004
F -1.112 1.091 -1.081
F -2.386 -0.472 -0.155
F -1.509 1.120 1.112
H 2.584 -0.036 0.125
H 1.037 1.001 -0.013
*
```

Values from the calculation:
E_HOMO (alpha / beta)   -0.3615 / -0.3469 Ha
Relative energy (zero: lowest compared OMol25 entry of this formula, charge and spin)   5.7740 eV

Entry 10:
Below is the molecule C2H2F3OP at a distorted geometry, with properties calculated with ωB97M-V/def2-TZVPD.

```
! wB97M-V def2-TZVPD RIJCOSX def2/J DEFGRID3
* xyz 0 1
O 0.614 0.743 -2.536
C -0.630 0.111 -1.706
P 0.033 -0.764 -0.334
C -2.053 0.100 -2.170
F -2.733 1.157 -2.446
F -2.103 -0.817 -3.197
F -2.622 -0.591 -1.201
H -0.705 -0.122 0.695
H 1.028 0.106 -0.444
*
```

Values from the calculation:
SMILES   O=C(P)C(F)(F)F
E_HOMO (alpha / beta)   -0.3648 / -0.3918 Ha
Relative energy (zero: lowest compared OMol25 entry of this formula, charge and spin)   4.3072 eV

Entry 11:
Below is a structure of composition C2H2FHgO2 at a distorted geometry, with properties calculated with ωB97M-V/def2-TZVPD.

```
! wB97M-V def2-TZVPD RIJCOSX def2/J DEFGRID3
* xyz -1 3
H 1.028 -1.156 1.470
O 1.781 -0.722 2.345
C 0.563 -0.285 2.544
C 0.126 0.750 1.658
O -0.095 0.474 0.432
Hg 0.488 -0.280 -1.614
F 0.749 -0.984 -3.439
H 0.239 1.801 1.976
*
```

Values from the calculation:
<S²>   2.05
E_HOMO (alpha / beta)   -0.0709 / -0.0982 Ha
Relative energy (zero: lowest compared OMol25 entry of this formula, charge and spin)   4.1972 eV

Entry 12:
Below is a structure of composition C2H2FHoO at a distorted geometry, with properties calculated with ωB97M-V/def2-TZVPD.

```
! wB97M-V def2-TZVPD RIJCOSX def2/J DEFGRID3
* xyz 2 5
C 0.467 -0.168 -0.543
C 0.046 -0.076 0.779
F 1.738 -0.307 -0.943
O -0.165 0.977 -0.845
H 0.748 -0.405 1.543
H -0.806 0.355 1.310
Ho -2.027 -0.375 -1.302
*
```

Values from the calculation:
<S²>   6.01
E_HOMO (alpha / beta)   -0.7191 / -0.6827 Ha

Entry 13:
Below is the molecule C2H2FIO3 at a distorted geometry, with properties calculated with ωB97M-V/def2-TZVPD.

```
! wB97M-V def2-TZVPD RIJCOSX def2/J DEFGRID3
* xyz 0 1
O 1.766 -1.844 0.380
C 0.796 -1.826 1.022
F 0.604 -2.781 1.937
O -0.290 -1.026 1.022
C -0.562 0.334 0.594
O 0.540 0.994 0.195
I -1.311 1.439 2.227
H -1.236 0.172 -0.143
H 1.094 0.366 -0.375
*
```

Values from the calculation:
SMILES   O=C(F)O[C@H](O)I
E_HOMO   -0.3742 Ha
Relative energy (zero: lowest compared OMol25 entry of this formula, charge and spin)   0.6713 eV

Entry 14:
Below is a cluster of 2 separate species, C2H2FIS in total at a distorted geometry, with properties calculated with ωB97M-V/def2-TZVPD.

```
! wB97M-V def2-TZVPD RIJCOSX def2/J DEFGRID3
* xyz 0 3
C 0.914 -1.356 0.128
C 0.151 -0.294 -0.116
F 1.015 -2.166 -0.965
S 1.735 -1.801 1.491
I -2.511 -1.432 0.606
H 0.059 0.425 0.800
H 0.073 0.172 -1.202
*
```

Values from the calculation:
<S²>   2.03
E_HOMO (alpha / beta)   -0.3379 / -0.3565 Ha
Relative energy (zero: lowest compared OMol25 entry of this formula, charge and spin)   0.0000 eV

Entry 15:
Below is a structure of composition C2H2FLiO2 at a distorted geometry, with properties calculated with ωB97M-V/def2-TZVPD.

```
! wB97M-V def2-TZVPD RIJCOSX def2/J DEFGRID3
* xyz 0 1
C -0.184 0.765 0.094
C 1.050 0.056 0.035
O 1.180 -1.134 -0.268
O -1.244 0.101 -0.331
H -0.248 1.829 0.337
F 2.148 0.757 0.373
H -2.068 -0.540 0.360
Li -0.634 -1.833 -0.601
*
```

Values from the calculation:
E_HOMO   -0.2604 Ha
Relative energy (zero: lowest compared OMol25 entry of this formula, charge and spin)   0.8451 eV

Entry 16:
Below is a structure of composition C2H2FMnO2 at a distorted geometry, with properties calculated with ωB97M-V/def2-TZVPD.

```
! wB97M-V def2-TZVPD RIJCOSX def2/J DEFGRID3
* xyz 0 7
H -1.744 -0.124 -0.922
O 0.172 -1.378 -0.378
C -0.916 -0.838 -0.114
C -0.972 0.604 0.159
O 0.192 1.206 0.196
H -1.758 0.896 0.875
F 3.386 -0.314 0.059
Mn 1.639 -0.051 0.126
*
```

Values from the calculation:
<S²>   12.01
E_HOMO (alpha / beta)   -0.3418 / -0.3733 Ha
Relative energy (zero: lowest compared OMol25 entry of this formula, charge and spin)   1.5891 eV

Entry 17:
Below is a structure of composition C2H2FN3 at a distorted geometry, with properties calculated with ωB97M-V/def2-TZVPD.

```
! wB97M-V def2-TZVPD RIJCOSX def2/J DEFGRID3
* xyz 0 1
C -0.956 0.860 0.056
C 0.940 0.076 0.035
N 0.366 1.223 0.043
N -1.125 -0.441 -0.016
N 0.101 -0.976 0.072
F 2.221 -0.342 0.005
H -1.814 1.637 -0.088
H 0.267 -2.036 -0.107
*
```

Values from the calculation:
E_HOMO   -0.3751 Ha
Relative energy (zero: lowest compared OMol25 entry of this formula, charge and spin)   0.2650 eV

Entry 18:
Below is a cluster of 2 separate species, C2H2FN3 in total at a distorted geometry, with properties calculated with ωB97M-V/def2-TZVPD.

```
! wB97M-V def2-TZVPD RIJCOSX def2/J DEFGRID3
* xyz 0 1
N -2.132 3.092 2.396
C -2.603 2.258 1.786
C -2.994 1.048 1.236
N -3.131 0.038 0.712
N 0.180 0.056 -0.012
F -0.449 1.268 -0.165
H -0.274 -0.809 -0.461
H 0.852 0.218 -0.775
*
```

Values from the calculation:
SMILES   N#CC#N.NF
E_HOMO   -0.3971 Ha
Relative energy (zero: lowest compared OMol25 entry of this formula, charge and spin)   3.3867 eV

Entry 19:
Below is a cluster of 2 separate species, C2H2FN3O in total at a distorted geometry, with properties calculated with ωB97M-V/def2-TZVPD.

```
! wB97M-V def2-TZVPD RIJCOSX def2/J DEFGRID3
* xyz 0 1
C 0.118 -0.143 1.084
C 0.317 1.104 -0.928
N -0.523 -1.083 0.785
N 1.407 0.765 -1.232
N -1.203 -1.922 0.232
O -0.778 1.500 -1.015
F 0.469 0.534 2.142
H 2.272 0.710 -0.739
H -2.079 -1.465 -0.328
*
```

Values from the calculation:
E_HOMO   -0.3347 Ha
Relative energy (zero: lowest compared OMol25 entry of this formula, charge and spin)   3.7174 eV

Entry 20:
Below is a cluster of 2 separate species, C2H2FN3O7 in total at a distorted geometry, with properties calculated with ωB97M-V/def2-TZVPD.

```
! wB97M-V def2-TZVPD RIJCOSX def2/J DEFGRID3
* xyz 0 1
O 0.206 0.616 1.585
C 0.907 0.479 0.651
N 1.552 -0.876 0.310
O 2.647 -1.001 -0.232
O 0.773 -1.769 0.645
N 1.529 1.635 -0.164
O 0.829 2.248 -0.845
O 2.715 1.850 0.109
O -1.957 -1.911 0.012
N -1.789 -0.756 -0.140
O -2.211 0.077 0.834
C -1.011 -0.156 -1.005
F -0.598 -0.890 -2.051
H -2.668 -0.450 1.417
H -0.923 0.904 -1.126
*
```

Values from the calculation:
SMILES   O=C([N+](=O)[O-])[N+](=O)[O-].[O-]/[N+](O)=C\F
E_HOMO   -0.3615 Ha